Computed, not measured: a 2-piece molecular cluster, C2H4O3 overall at a distorted geometry, with ωB97M-V/def2-TZVPD.

The value obtained for the highest occupied orbital energy (spin up / spin down) is -5.1 / -11.1 eV. The energy above the lowest of the compared OMol25 structures with the same formula, charge and spin comes out at 1.2830 eV. The value obtained for the LUMO energy (spin up / spin down) is 0.60 / -1.84 eV.

```
! RIJCOSX wB97M-V def2-TZVPD def2/J DEFGRID3
* xyz 0 3
C -0.37 -0.84 -0.39
O -0.07 -1.94 -0.70
H -0.63 0.96 0.65
O 1.79 0.49 0.42
H -1.68 0.47 -0.56
C -1.21 0.13 0.28
H -1.62 -0.42 1.14
H 2.64 0.61 -0.01
O 1.15 0.52 -0.82
*
```

Charges in e, computed with natural (NBO), in the same order as the atoms: 0.5161 -0.5194 0.2538 -0.3550 0.2651 -0.7546 0.2101 0.4908 -0.1071